C22H22N2NbO2S4SiTe as an isolated structure at a distorted geometry. Source: the Open Molecules 2025 dataset; level of theory: ωB97M-V/def2-TZVPD.

As for the spin multiplicity: 1. As for the max |F|: 0.05339 Eh/bohr. The charge is -1. The value obtained for the HOMO energy (spin up / spin down) is -0.13908 / -0.13911 Eh.

Positions of all 55 atoms, in Å:
Nb  12.2665  9.1474  13.8629
C  14.9386  9.2983  16.9653
O  14.6587  9.5222  15.5959
C  15.3455  10.5228  14.9793
C  16.2718  11.3492  15.5972
C  16.9958  12.2659  14.8490
C  16.7977  12.3843  13.4837
C  15.8590  11.5867  12.8574
C  15.1258  10.6537  13.5914
N  14.2159  9.7749  13.0275
N  14.3494  9.5857  11.7586
C  13.6370  8.6144  11.1518
C  13.0396  7.5464  11.8713
O  13.0841  7.4901  13.1674
C  12.4309  6.4880  11.1544
C  12.3474  6.5121  9.7966
C  12.9190  7.5700  9.0465
C  12.8224  7.6138  7.6457
C  13.3555  8.6566  6.9338
C  13.9913  9.7059  7.6023
C  14.0952  9.6909  8.9702
C  13.5815  8.6226  9.7196
H  16.0056  9.0900  17.1167
H  14.3387  8.4295  17.2448
H  14.6258  10.1558  17.5715
H  16.4409  11.2858  16.6694
H  17.7317  12.8860  15.3477
H  17.3769  13.0928  12.9026
H  15.6588  11.6700  11.7909
H  11.9740  5.6946  11.7440
H  11.8252  5.7210  9.2655
H  12.3091  6.8013  7.1357
H  13.2832  8.6777  5.8504
H  14.3943  10.5396  7.0354
H  14.5579  10.5121  9.5032
S  12.0341  11.3106  14.9495
S  12.5289  12.9234  13.7559
S  11.3009  12.6227  12.0856
S  11.7995  10.7920  11.4786
Te  11.4987  8.3487  16.2116
C  6.7431  6.9344  12.9324
Si  8.2438  6.8588  11.7510
C  7.7125  7.3989  9.9955
C  8.9074  5.0698  11.5943
C  9.5619  7.9172  12.4786
C  10.3708  8.5897  13.1083
H  5.9042  6.3157  12.5954
H  6.3804  7.9605  13.0255
H  7.0304  6.5991  13.9344
H  6.8774  6.7865  9.6326
H  8.5368  7.2928  9.2858
H  7.3937  8.4439  9.9747
H  8.1292  4.3582  11.3004
H  9.3346  4.7277  12.5441
H  9.7008  5.0250  10.8397

An isolated molecule of C22H22N2O5S at a distorted geometry. Source: the Open Molecules 2025 dataset; level of theory: ωB97M-V/def2-TZVPD.

As for the spin multiplicity: 1. As for the max |F|: 0.03124 Eh/bohr. Its SMILES is COC(=O)c1cc(=O)n(Cc2ccc(OC)cc2)/c(=N/Cc2ccc(OC)cc2)s1. For the relative energy (zero: lowest compared OMol25 entry of this formula, charge and spin), the calculation gives 171.8 kJ/mol. The value obtained for the HOMO energy is -0.30546 Eh.

Positions of all 52 atoms, in Å:
C  -2.0524  0.0586  5.3220
O  -1.5420  -0.0731  4.0030
C  -1.3194  -1.3140  3.5747
O  -1.5154  -2.3090  4.2210
C  -0.7962  -1.3122  2.1790
C  -0.5287  -2.4650  1.5465
C  -0.0106  -2.5991  0.1923
O  0.2201  -3.6922  -0.2891
N  0.2093  -1.4490  -0.5506
C  0.7626  -1.6561  -1.8988
C  2.2647  -1.5792  -1.8744
C  3.0154  -2.6952  -1.5356
C  4.3978  -2.6392  -1.4843
C  5.0542  -1.4480  -1.7730
O  6.4054  -1.2761  -1.7590
C  7.2203  -2.3791  -1.4454
C  4.3007  -0.3214  -2.1083
C  2.9253  -0.3882  -2.1568
C  0.0094  -0.1434  -0.1940
N  0.2413  0.7819  -1.0104
C  0.0136  2.1645  -0.6914
C  -1.4455  2.4759  -0.4584
C  -2.4113  1.9654  -1.3121
C  -3.7558  2.2292  -1.1166
C  -4.1568  3.0253  -0.0497
O  -5.4470  3.3514  0.2427
C  -6.4694  2.8630  -0.5906
C  -3.1877  3.5454  0.8092
C  -1.8527  3.2703  0.6071
S  -0.5989  0.2524  1.4785
H  -1.3446  -0.3541  6.0435
H  -3.0006  -0.4747  5.4142
H  -2.1926  1.1235  5.4863
H  -0.6942  -3.3967  2.0692
H  0.3448  -0.8849  -2.5449
H  0.4386  -2.6491  -2.2163
H  2.5131  -3.6230  -1.3064
H  4.9474  -3.5290  -1.2206
H  8.2449  -2.0152  -1.5054
H  7.0846  -3.1958  -2.1618
H  7.0270  -2.7481  -0.4329
H  4.8237  0.5958  -2.3287
H  2.3500  0.4879  -2.4118
H  0.5937  2.4534  0.1943
H  0.3832  2.7365  -1.5494
H  -2.1074  1.3445  -2.1424
H  -4.4760  1.8102  -1.8017
H  -6.3582  3.2240  -1.6183
H  -7.3987  3.2480  -0.1736
H  -6.5006  1.7685  -0.5913
H  -3.5117  4.1607  1.6335
H  -1.1166  3.6738  1.2866